(1)
Entry from OMol25: C4H4F2S in the gas phase (ωB97M-V with the def2-TZVPD basis set).

The geometry in XYZ format:
```
11
Properties=species:S:1:pos:R:3
C 0.87 -0.15 0.07
C -0.14 -1.27 -0.12
C -1.14 1.07 0.03
C 0.17 1.16 -0.03
H -0.03 -2.06 0.66
H -0.07 -1.67 -1.12
H -1.90 1.91 0.06
H 0.67 2.10 0.00
F 1.86 -0.25 -0.88
F 1.51 -0.28 1.26
S -1.80 -0.56 0.09
```

The calculation puts the LUMO energy at 0.8 eV. Its highest occupied orbital energy is -8.9 eV. Its multiplicity is 1. Its structure (SMILES) is FC1(F)C=CSC1.

(2)
Entry from OMol25: 2 unconnected molecules or ions with the total composition C4H4F3I (ωB97M-V with the def2-TZVPD basis set).

The geometry in XYZ format:
```
12
Properties=species:S:1:pos:R:3
C -1.85 -0.80 -0.16
C -0.53 -1.00 -0.35
C 0.59 -0.72 0.53
C 0.97 1.48 0.08
F 1.52 2.00 1.17
F -0.25 2.09 -0.13
F 1.79 1.71 -0.96
I 2.37 -1.64 0.14
H -2.56 -1.17 -0.94
H -2.32 -0.45 0.67
H -0.23 -1.25 -1.50
H 0.51 -0.23 1.44
```

The calculation puts the LUMO energy (spin up / spin down) at -0.5 / -0.5 eV. Its highest occupied orbital energy (spin up / spin down) is -8.9 / -8.9 eV. Its multiplicity is 1.

(3)
Entry from OMol25: a molecular structure, C4H4F3N2 (ωB97M-V with the def2-TZVPD basis set).

The geometry in XYZ format:
```
13
Properties=species:S:1:pos:R:3
C 0.21 1.55 0.24
C -1.56 0.14 -0.21
C -0.90 -1.01 0.52
C 0.97 -0.75 -0.23
N -1.02 1.30 -0.05
N 1.21 0.68 -0.13
F -2.50 0.12 -0.97
F -0.74 -1.00 1.79
F 1.08 -1.18 -1.44
H 0.55 2.48 0.47
H -1.10 -1.95 0.09
H 1.69 -1.27 0.38
H 2.12 0.89 -0.48
```

The calculation puts the LUMO energy at -6.1 eV. Its highest occupied orbital energy is -15.6 eV. Its multiplicity is 1. As for the total charge: +1.

(4)
Entry from OMol25: 2 unconnected molecules or ions with the total composition C4H4F3O2S (ωB97M-V with the def2-TZVPD basis set).

The geometry in XYZ format:
```
14
Properties=species:S:1:pos:R:3
C -0.43 0.90 -0.25
C 0.84 -0.02 -0.32
C 0.68 1.05 0.67
C 1.34 1.88 1.45
O -4.37 -0.70 -1.71
O -3.82 -0.75 0.71
F -2.62 -2.27 -1.10
F 2.57 1.61 1.92
F 0.83 3.00 1.93
S -4.22 -1.50 -0.50
H -0.67 1.80 -0.92
H -1.31 0.44 0.28
H 0.47 -0.93 0.12
H 1.49 0.19 -1.15
```

The calculation puts the LUMO energy at 3.2 eV. Its highest occupied orbital energy is -4.9 eV. Its multiplicity is 1. As for the total charge: -1.

(5)
Entry from OMol25: C4H4FN in the gas phase (ωB97M-V with the def2-TZVPD basis set).

The geometry in XYZ format:
```
10
Properties=species:S:1:pos:R:3
C 0.36 -0.50 0.27
C 1.69 -1.10 0.08
C -1.73 -0.10 -0.64
C 1.61 0.34 0.22
N -0.52 -0.38 -0.76
F -2.37 0.19 0.58
H 0.01 -0.53 1.28
H -2.36 0.18 -1.47
H 1.66 0.99 -0.74
H 1.66 0.91 1.19
```

The calculation puts the LUMO energy (spin up / spin down) at -1.0 / -1.0 eV. Its highest occupied orbital energy (spin up / spin down) is -8.9 / -8.9 eV. Its multiplicity is 1.

(6)
Entry from OMol25: 2 unconnected molecules or ions with the total composition C4H4FNO (ωB97M-V with the def2-TZVPD basis set).

The geometry in XYZ format:
```
11
Properties=species:S:1:pos:R:3
C 1.09 -1.29 -1.03
C -2.56 0.22 -0.67
C 1.33 -0.40 -0.15
C -2.01 0.66 0.29
N 1.44 0.62 0.57
O 1.86 0.69 1.83
F -1.56 1.39 1.24
H 0.08 -1.65 -1.34
H 1.79 -1.51 -1.78
H -3.22 -0.37 -1.18
H 1.77 1.64 2.23
```

The calculation puts the LUMO energy at 0.6 eV. Its highest occupied orbital energy is -9.1 eV. Its multiplicity is 1. Its structure (SMILES) is C=C=NO.C#CF.

(7)
Entry from OMol25: C4H4FNO in the gas phase (ωB97M-V with the def2-TZVPD basis set).

The geometry in XYZ format:
```
11
Properties=species:S:1:pos:R:3
C 2.10 -0.19 -0.05
C -0.38 -0.08 0.01
C -1.54 0.61 -0.04
C -2.77 -0.08 0.02
H 2.92 0.56 -0.24
H 2.37 -0.68 0.89
H 1.98 -0.98 -0.77
H -0.24 -1.10 0.02
N -3.80 -0.61 0.03
O 0.83 0.58 0.13
F -1.45 1.97 -0.01
```

The calculation puts the LUMO energy at 0.6 eV. Its highest occupied orbital energy is -9.4 eV. Its multiplicity is 1. Its structure (SMILES) is CO/C=C(\F)C#N.

(8)
Entry from OMol25: C4H4FNS in the gas phase (ωB97M-V with the def2-TZVPD basis set).

The geometry in XYZ format:
```
11
Properties=species:S:1:pos:R:3
C -1.33 -0.40 0.33
C -0.04 -0.99 -0.34
C 0.94 1.24 -0.19
C -0.13 0.38 0.38
H -1.67 -0.96 1.25
H -0.32 -0.98 -1.45
H 0.79 2.35 -0.38
H 0.34 0.19 1.42
N 2.03 0.62 -0.39
F -2.38 -0.29 -0.54
S 1.77 -1.17 -0.10
```

The calculation puts the LUMO energy at 0.7 eV. Its highest occupied orbital energy is -9.3 eV. Its multiplicity is 1. Its structure (SMILES) is F[C@@H]1[C@@H]2C=NS[C@@H]12.

(9)
Entry from OMol25: a molecular structure, C4H4GaLiO5 (ωB97M-V with the def2-TZVPD basis set).

The geometry in XYZ format:
```
15
Properties=species:S:1:pos:R:3
O -0.74 1.42 1.54
C -1.07 2.28 0.61
C 0.71 0.88 1.24
O -2.21 2.48 0.24
O -0.02 2.65 -0.12
C 1.20 2.07 0.39
H 1.12 -0.06 0.86
H 1.03 0.78 2.27
H 1.80 1.76 -0.47
H 1.73 2.82 0.98
O -0.20 -1.24 -1.20
C -1.01 -0.42 -0.66
O -1.97 -1.00 0.04
Li -2.88 0.51 -0.09
Ga -1.13 -2.68 -0.32
```

The calculation puts the LUMO energy (spin up / spin down) at -4.4 / -6.8 eV. Its highest occupied orbital energy (spin up / spin down) is -13.5 / -14.4 eV. Its multiplicity is 2. As for the total charge: +1.

(10)
Entry from OMol25: a molecular structure, C4H4HgO5 (ωB97M-V with the def2-TZVPD basis set).

The geometry in XYZ format:
```
14
Properties=species:S:1:pos:R:3
O -0.10 0.89 1.94
C -0.95 1.10 1.02
O -2.16 0.84 1.07
Hg 1.94 1.22 1.32
C -0.41 2.01 -0.20
O 0.84 2.01 -0.38
O -1.25 2.62 -0.88
O -0.59 -0.93 -2.05
C -0.41 -1.54 -1.01
H -1.28 -1.98 -0.47
C 0.87 -1.54 -0.24
H 0.64 -1.20 0.78
H 1.23 -2.58 -0.16
H 1.63 -0.93 -0.73
```

The calculation puts the LUMO energy (spin up / spin down) at 3.4 / 1.4 eV. Its highest occupied orbital energy (spin up / spin down) is -4.8 / -4.8 eV. Its multiplicity is 2. As for the total charge: -1.

One value per record, in order, for ΔE to the lowest compared entry with this formula, charge and spin: 0.0; 65.1; 56.1; 11.0; 119.6; 153.1; 47.1; 87.7; 0.0; 0.0 kcal/mol.
One value per record, in order, for largest force on an atom: 1.77; 4.49; 6.05; 2.54; 2.92; 4.33; 3.65; 3.37; 3.09; 3.16 eV/Å.